No. 1
Computed, not measured: a molecular structure, C31H36F5N5SSe4SiSn, with ωB97M-V/def2-TZVPD.

Values from the calculation:
**Orbital gap**: 0.1815 Eh
**LUMO level**: 4.0151 eV
**Energy above the lowest of the compared OMol25 structures with the same formula, charge and spin**: 51.7 kJ/mol

The geometry in ORCA input format:
```
! wB97M-V def2-TZVPD RIJCOSX def2/J DEFGRID3
* xyz -2 1
Sn 1.15 1.06 0.63
Se 1.49 -0.23 2.91
Se 3.46 0.92 3.56
Se 5.27 0.08 2.37
Se 5.37 0.97 0.24
C -0.65 -0.21 -0.14
Si -0.49 -2.03 -0.22
C 1.21 -2.55 -0.88
N 2.31 -2.18 0.00
C 3.59 -1.94 -0.69
C 4.44 -3.21 -0.82
C 4.79 -3.75 0.59
C 3.86 -3.14 1.65
C 2.43 -3.09 1.13
C -1.64 -2.80 -1.54
C -1.44 -2.47 -2.88
C -2.20 -3.02 -3.90
C -3.20 -3.93 -3.60
C -3.45 -4.26 -2.27
C -2.68 -3.70 -1.26
C -0.95 -2.88 1.40
C -1.41 -2.14 2.48
C -1.83 -2.75 3.66
C -1.78 -4.14 3.77
C -1.31 -4.90 2.71
C -0.90 -4.28 1.53
H -1.59 0.07 0.36
H -0.72 0.15 -1.17
H 1.33 -2.02 -1.83
H 1.21 -3.64 -1.13
H 4.15 -1.18 -0.14
H 3.38 -1.52 -1.67
H 5.35 -2.96 -1.38
H 3.89 -3.96 -1.39
H 5.83 -3.52 0.84
H 4.69 -4.84 0.60
H 4.19 -2.14 1.91
H 3.88 -3.74 2.57
H 1.76 -2.76 1.93
H 2.13 -4.12 0.85
H -0.66 -1.75 -3.14
H -2.01 -2.75 -4.93
H -3.79 -4.38 -4.39
H -4.24 -4.96 -2.03
H -2.89 -3.97 -0.23
H -1.42 -1.05 2.42
H -2.18 -2.15 4.49
H -2.11 -4.62 4.68
H -1.25 -5.98 2.80
H -0.53 -4.88 0.71
F -4.36 3.90 5.31
C -3.25 3.81 4.55
C -3.03 2.70 3.76
F -3.94 1.72 3.74
C -1.88 2.61 3.00
F -1.74 1.52 2.23
C -0.89 3.60 2.99
S 0.60 3.47 2.11
C -1.18 4.73 3.77
F -0.34 5.77 3.78
C -2.33 4.83 4.54
F -2.55 5.93 5.27
C -0.69 2.40 -2.85
N -1.00 3.47 -3.81
C 0.24 4.20 -4.09
N 0.85 4.77 -2.89
C 1.13 3.65 -1.95
N -0.10 2.92 -1.61
C -1.06 3.86 -1.01
N -1.39 4.97 -1.93
C -1.93 4.40 -3.16
C -0.13 5.66 -2.25
H 0.01 1.71 -3.31
H -1.61 1.86 -2.60
H 0.01 5.01 -4.79
H 0.95 3.52 -4.56
H 1.57 4.05 -1.04
H 1.84 2.97 -2.41
H -0.63 4.27 -0.10
H -1.97 3.32 -0.76
H -2.16 5.21 -3.86
H -2.85 3.87 -2.92
H 0.30 6.04 -1.33
H -0.34 6.49 -2.93
*
```

---

No. 2
Computed, not measured: a molecular structure, C31H36N2O2PV in a non-equilibrium geometry, with ωB97M-V/def2-TZVPD.

Values from the calculation:
**Orbital gap (alpha / beta)**: 0.2293 / 0.2317 Eh
**LUMO level (alpha / beta)**: -7.2701 / -7.4942 eV

The geometry in ORCA input format:
```
! wB97M-V def2-TZVPD RIJCOSX def2/J DEFGRID3
* xyz 2 3
V 1.28 -0.81 0.62
C 3.89 -2.02 -0.57
O 2.95 -0.92 -0.53
C 3.43 0.34 -0.93
C 4.53 0.56 -1.73
C 4.90 1.87 -1.99
C 4.19 2.94 -1.44
C 3.09 2.71 -0.64
C 2.69 1.40 -0.40
N 1.63 1.00 0.43
N 0.94 1.95 0.98
C 0.24 1.77 2.10
C 0.28 0.53 2.83
O 0.75 -0.52 2.19
C -0.15 0.49 4.16
C -0.73 1.60 4.73
C -0.94 2.80 3.99
C -1.64 3.88 4.55
C -1.89 5.01 3.81
C -1.44 5.09 2.49
C -0.73 4.05 1.92
C -0.47 2.89 2.66
H 4.83 -1.72 -0.12
H 3.46 -2.85 0.00
H 4.05 -2.35 -1.60
H 5.10 -0.25 -2.16
H 5.76 2.06 -2.62
H 4.52 3.95 -1.64
H 2.52 3.51 -0.20
H -0.05 -0.44 4.71
H -1.06 1.55 5.76
H -1.98 3.81 5.58
H -2.44 5.84 4.24
H -1.66 5.97 1.90
H -0.39 4.10 0.90
C -2.74 0.62 0.29
C -2.42 -0.87 0.13
C -3.54 -1.57 -0.65
C -2.32 -1.57 1.49
P -0.73 -1.03 -0.72
C -0.52 -2.83 -0.96
C 0.40 -3.46 -0.10
C 0.57 -4.83 -0.10
C -0.17 -5.61 -0.97
C -1.07 -5.01 -1.84
C -1.24 -3.63 -1.84
C -0.63 -0.18 -2.41
C -1.89 -0.36 -3.26
C -0.40 1.32 -2.20
C 0.58 -0.79 -3.12
H -3.55 0.74 1.01
H -3.07 1.05 -0.65
H -1.88 1.18 0.66
H -4.46 -1.42 -0.08
H -3.37 -2.64 -0.71
H -3.70 -1.17 -1.64
H -3.30 -1.57 1.95
H -1.64 -1.06 2.17
H -2.00 -2.61 1.38
H 0.97 -2.87 0.62
H 1.27 -5.30 0.58
H -0.05 -6.68 -0.97
H -1.65 -5.61 -2.52
H -1.96 -3.19 -2.52
H -2.74 0.18 -2.85
H -2.15 -1.40 -3.41
H -1.69 0.07 -4.25
H -1.20 1.79 -1.64
H -0.37 1.80 -3.18
H 0.55 1.53 -1.71
H 0.39 -1.83 -3.41
H 1.47 -0.75 -2.50
H 0.78 -0.23 -4.03
*
```

---

No. 3
Computed, not measured: C31H36N2O7 in the gas phase in a non-equilibrium geometry, with ωB97M-V/def2-TZVPD.

Values from the calculation:
**Orbital gap**: 0.3129 Eh
**LUMO level**: 0.3044 eV
**Energy above the lowest of the compared OMol25 structures with the same formula, charge and spin**: 85.4 kJ/mol

The geometry in ORCA input format:
```
! wB97M-V def2-TZVPD RIJCOSX def2/J DEFGRID3
* xyz 0 1
C 5.64 -2.22 5.28
H 6.08 -2.16 6.27
H 6.27 -1.70 4.55
H 5.53 -3.26 4.97
O 4.37 -1.58 5.36
C 3.68 -1.49 4.22
O 4.07 -1.91 3.17
C 2.36 -0.75 4.43
N 1.70 -0.61 3.14
C 2.14 0.45 2.40
O 2.68 1.41 2.93
C 1.97 0.41 0.92
C 2.73 -0.50 0.19
C 2.65 -0.50 -1.19
C 1.84 0.42 -1.86
C 1.13 1.37 -1.11
C 1.21 1.37 0.26
H 0.67 2.11 0.84
H 0.53 2.09 -1.64
C 1.72 0.37 -3.30
N 1.00 1.22 -3.91
O 0.93 1.08 -5.29
C 0.13 2.08 -5.88
H 0.30 3.05 -5.40
H 0.45 2.11 -6.92
C -1.37 1.73 -5.80
C -1.91 1.97 -4.38
O -1.83 3.35 -4.10
C -2.22 3.68 -2.79
C -3.68 3.48 -2.54
C -4.78 3.90 -3.22
C -5.90 3.39 -2.52
C -5.40 2.70 -1.47
O -4.06 2.74 -1.47
H -5.87 2.16 -0.67
H -6.94 3.53 -2.77
H -4.79 4.50 -4.11
H -1.96 4.74 -2.68
H -1.66 3.09 -2.05
H -2.95 1.62 -4.34
H -1.31 1.40 -3.66
O -1.59 0.41 -6.22
H -0.86 -0.12 -5.87
H -1.92 2.38 -6.49
H 2.26 -0.42 -3.83
H 3.23 -1.21 -1.76
H 3.37 -1.20 0.70
C 1.03 -1.78 2.59
C 0.08 -1.40 1.48
C -0.88 -0.42 1.68
C -1.79 -0.11 0.68
C -1.78 -0.79 -0.53
C -0.83 -1.79 -0.72
C 0.09 -2.09 0.27
H 0.82 -2.86 0.10
H -0.80 -2.33 -1.65
C -2.79 -0.49 -1.59
H -2.39 -0.70 -2.58
H -3.68 -1.10 -1.45
H -3.10 0.56 -1.54
H -2.52 0.67 0.85
H -0.90 0.13 2.61
H 1.79 -2.48 2.20
C 0.20 -2.52 3.66
C -0.33 -3.84 3.10
H -0.92 -4.35 3.86
H -0.96 -3.66 2.23
H 0.50 -4.48 2.81
H -0.65 -1.88 3.93
C 1.02 -2.77 4.93
C 1.50 -1.43 5.48
H 2.09 -1.57 6.39
H 0.64 -0.80 5.71
H 1.88 -3.40 4.69
H 0.41 -3.29 5.67
H 2.62 0.27 4.76
*
```

---

No. 4
Computed, not measured: a molecular structure, C31H36N3O9TeV in a non-equilibrium geometry, with ωB97M-V/def2-TZVPD.

Values from the calculation:
**Orbital gap (alpha / beta)**: 0.2797 / 0.2814 Eh
**LUMO level (alpha / beta)**: -4.1491 / -4.1092 eV
**Energy above the lowest of the compared OMol25 structures with the same formula, charge and spin**: 122.0 kJ/mol

The geometry in ORCA input format:
```
! wB97M-V def2-TZVPD RIJCOSX def2/J DEFGRID3
* xyz 1 2
V 0.60 -2.81 -0.76
O -1.28 -0.83 -2.41
C -2.65 -1.23 -2.29
C -2.87 -2.68 -2.69
N -2.04 -3.60 -1.92
C -2.53 -3.88 -0.59
C -1.92 -3.02 0.52
O -2.34 -3.02 1.63
O -0.84 -2.24 0.14
C -1.34 -4.59 -2.72
C -0.15 -3.92 -3.38
O 0.11 -3.87 -4.52
O 0.62 -3.21 -2.44
H -1.00 -0.92 -3.33
H -3.30 -0.59 -2.89
H -2.91 -1.07 -1.24
H -2.63 -2.80 -3.75
H -3.93 -2.92 -2.56
H -2.32 -4.91 -0.31
H -3.60 -3.73 -0.52
H -1.95 -5.02 -3.52
H -0.98 -5.39 -2.08
O 2.23 -5.38 -0.66
N 1.48 -4.66 -0.12
O 0.19 -4.79 -0.06
O 1.87 -3.48 0.46
C -5.49 1.94 1.84
C -4.13 1.56 1.30
C -3.75 1.89 0.01
C -2.51 1.54 -0.52
C -2.22 2.05 -1.92
C -1.64 0.81 0.31
Te 0.33 0.77 -0.42
N 1.23 -1.05 -0.76
C 2.55 -0.98 -1.29
O 3.11 -2.02 -1.56
C 3.23 0.34 -1.53
C 2.95 1.07 -2.68
C 3.61 2.26 -2.92
C 4.54 2.74 -2.00
C 4.82 2.01 -0.86
C 4.17 0.81 -0.62
C 1.34 1.45 1.29
C 2.06 0.68 2.21
C 2.16 -0.83 2.22
C 2.76 1.36 3.21
C 2.76 2.74 3.32
C 3.52 3.43 4.42
C 2.03 3.47 2.39
C 1.33 2.86 1.36
C 0.60 3.76 0.38
C -1.98 0.47 1.63
C -1.09 -0.24 2.62
C -3.24 0.85 2.09
H -5.99 2.66 1.19
H -5.40 2.38 2.83
H -6.13 1.06 1.93
H -4.43 2.45 -0.62
H -3.13 1.99 -2.52
H -1.45 1.49 -2.45
H -1.92 3.10 -1.89
H 2.24 0.69 -3.41
H 3.40 2.83 -3.82
H 5.06 3.67 -2.19
H 5.56 2.37 -0.15
H 4.39 0.23 0.27
H 1.36 -1.33 1.70
H 2.15 -1.19 3.25
H 3.10 -1.16 1.78
H 3.31 0.77 3.93
H 3.97 2.72 5.11
H 2.87 4.10 4.99
H 4.32 4.05 4.01
H 2.02 4.55 2.46
H 0.64 4.79 0.73
H -0.45 3.51 0.27
H 1.07 3.74 -0.61
H -0.27 -0.75 2.14
H -1.65 -0.99 3.15
H -0.68 0.48 3.34
H -3.51 0.59 3.10
*
```

---

No. 5
Computed, not measured: a molecular structure, C31H36N5O7PrS3, with ωB97M-V/def2-TZVPD.

Values from the calculation:
**Orbital gap (alpha / beta)**: 0.1944 / 0.1944 Eh
**LUMO level (alpha / beta)**: 4.0907 / 4.0907 eV
**Energy above the lowest of the compared OMol25 structures with the same formula, charge and spin**: 25.5 kJ/mol

The geometry in ORCA input format:
```
! wB97M-V def2-TZVPD RIJCOSX def2/J DEFGRID3
* xyz -2 3
Pr 1.02 -0.38 -0.10
O 2.27 -0.24 3.09
C 3.51 0.43 3.06
C 3.94 0.87 1.66
N 2.87 1.51 0.88
C 2.24 2.61 1.62
C 0.79 2.30 2.06
O 0.21 3.12 2.77
O 0.32 1.17 1.67
C 3.43 1.96 -0.40
C 3.82 0.79 -1.34
O 4.91 0.85 -1.90
O 2.93 -0.11 -1.46
H 1.61 0.30 2.62
H 4.25 -0.27 3.44
H 3.48 1.30 3.74
H 4.29 0.00 1.10
H 4.79 1.57 1.78
H 2.16 3.49 0.99
H 2.81 2.90 2.50
H 4.31 2.59 -0.25
H 2.66 2.54 -0.92
N 0.15 -1.93 2.21
C -0.88 -2.95 2.34
C -2.27 -2.34 2.20
C -2.57 -1.87 0.78
N -1.71 -0.76 0.38
H 1.07 -2.36 2.15
H 0.16 -1.33 3.03
H -0.82 -3.48 3.30
H -0.73 -3.67 1.54
H -2.37 -1.48 2.89
H -3.03 -3.07 2.49
H -3.64 -1.60 0.71
H -2.39 -2.70 0.09
H -1.76 0.00 1.06
H -2.01 -0.41 -0.52
S 0.28 -3.26 -0.89
C 1.73 -4.24 -0.73
C 1.76 -5.46 -1.42
C 2.83 -6.34 -1.32
C 3.91 -6.01 -0.52
C 3.91 -4.79 0.15
C 2.85 -3.87 0.05
S 3.00 -2.37 0.93
H 0.90 -5.71 -2.03
H 2.82 -7.28 -1.87
H 4.75 -6.68 -0.41
H 4.74 -4.51 0.78
C -4.77 4.92 2.82
C -3.75 4.43 1.83
C -3.63 3.08 1.54
C -2.67 2.62 0.65
C -1.81 3.52 0.04
C -1.92 4.87 0.31
C -2.88 5.33 1.20
S -0.59 3.02 -1.19
O 0.68 3.43 -0.65
O -1.01 3.72 -2.40
N -0.61 1.44 -1.34
C -1.46 0.90 -2.31
C -2.72 1.37 -2.65
C -3.48 0.77 -3.66
C -3.02 -0.31 -4.35
C -1.75 -0.85 -4.03
C -1.18 -1.95 -4.72
C 0.06 -2.39 -4.37
C 0.74 -1.76 -3.31
N 0.25 -0.73 -2.66
C -0.97 -0.26 -3.00
H -5.45 4.12 3.11
H -5.36 5.75 2.42
H -4.27 5.28 3.73
H -4.30 2.37 2.01
H -2.58 1.57 0.43
H -1.24 5.56 -0.18
H -2.96 6.39 1.41
H -3.11 2.24 -2.15
H -4.45 1.19 -3.91
H -3.59 -0.76 -5.15
H -1.75 -2.42 -5.51
H 0.51 -3.23 -4.87
H 1.74 -2.07 -3.05
*
```

---

No. 6
Computed, not measured: a molecular structure, C31H37AsBF4I2N2Si2Tc, with ωB97M-V/def2-TZVPD.

Values from the calculation:
**Orbital gap (alpha / beta)**: 0.2342 / 0.2511 Eh
**LUMO level (alpha / beta)**: -3.6555 / -4.3242 eV

The geometry in ORCA input format:
```
! wB97M-V def2-TZVPD RIJCOSX def2/J DEFGRID3
* xyz 1 4
Tc -0.02 -0.18 -0.29
I -2.62 -0.90 0.79
C -2.94 -2.05 -0.96
I -1.11 -2.15 -2.02
H -3.67 -1.55 -1.58
H -3.22 -3.05 -0.66
C 1.82 -0.11 -4.29
Si 2.33 0.66 -2.66
C 1.62 2.36 -2.63
C 4.16 0.80 -2.41
N 1.65 -0.40 -1.37
C 2.23 -1.63 -1.12
C 3.24 -2.25 -1.90
C 3.75 -3.46 -1.53
C 3.29 -4.12 -0.38
C 2.32 -3.55 0.41
C 1.77 -2.30 0.06
N 0.83 -1.63 0.78
Si 0.61 -1.98 2.55
C -0.24 -0.57 3.43
C -0.43 -3.53 2.66
C 2.29 -2.17 3.32
H 2.33 0.39 -5.11
H 0.75 0.04 -4.44
H 2.03 -1.18 -4.37
H 2.33 3.01 -3.14
H 1.49 2.76 -1.62
H 0.67 2.43 -3.18
H 4.66 0.89 -3.38
H 4.61 -0.03 -1.87
H 4.36 1.71 -1.84
H 3.61 -1.77 -2.79
H 4.51 -3.92 -2.15
H 3.70 -5.08 -0.11
H 1.97 -4.08 1.29
H -1.32 -0.65 3.45
H 0.05 0.41 3.04
H 0.11 -0.61 4.47
H -1.42 -3.31 3.05
H 0.03 -4.26 3.33
H -0.55 -4.01 1.68
H 2.58 -1.22 3.77
H 3.07 -2.46 2.62
H 2.25 -2.93 4.11
F 1.80 2.62 2.38
B 2.11 1.79 1.37
F 0.46 1.25 0.99
F 2.47 2.33 0.19
F 2.69 0.61 1.69
C -1.02 6.06 -3.44
C -0.61 5.88 -2.12
C -0.78 4.65 -1.50
C -1.36 3.60 -2.20
C -1.75 3.76 -3.52
C -1.59 5.00 -4.14
As -1.58 1.90 -1.28
C -2.67 2.51 0.19
C -2.24 3.09 1.37
C -3.18 3.50 2.30
C -4.54 3.32 2.04
C -4.96 2.72 0.87
C -4.03 2.30 -0.07
C -4.33 1.59 -1.34
C -5.59 1.20 -1.78
C -5.72 0.52 -2.98
C -4.61 0.21 -3.75
C -3.34 0.58 -3.32
C -3.21 1.26 -2.11
H -0.89 7.02 -3.92
H -0.17 6.70 -1.57
H -0.46 4.53 -0.47
H -2.21 2.95 -4.07
H -1.90 5.13 -5.16
H -1.18 3.21 1.58
H -2.86 3.96 3.23
H -5.27 3.65 2.77
H -6.02 2.57 0.69
H -6.47 1.43 -1.19
H -6.71 0.23 -3.32
H -4.72 -0.30 -4.70
H -2.47 0.35 -3.92
*
```

---

| no. | E_tot (eV) |
| --- | --- |
| 1 | -339701.659 |
| 2 | -74768.750 |
| 3 | -50042.471 |
| 4 | -88601.221 |
| 5 | -101097.153 |
| 6 | -142271.224 |